Record 1
The following is a quantum chemistry calculation of C36H29BaBrCl5N4O6PS2Te as an isolated structure at a distorted geometry, from the Open Molecules 2025 dataset.

```
86
Properties=species:S:1:pos:R:3:forces:R:3
Ba -0.437 0.170 0.702 0.42 0.63 0.64
Te 4.246 -0.110 2.577 -0.01 0.01 0.00
Br -1.955 -6.963 3.048 0.00 0.07 -0.02
Cl -1.696 1.329 4.475 0.14 -0.09 -0.06
Cl -0.856 0.373 7.315 0.13 -0.14 -0.16
Cl 1.309 -2.591 2.261 0.10 0.04 0.09
Cl 1.131 -2.031 7.644 -0.03 0.02 -0.09
Cl 2.203 -3.528 5.105 -0.14 0.17 -0.03
S -3.111 -0.220 -3.150 0.01 -0.02 0.22
S -4.183 2.580 -3.061 0.00 0.00 -0.02
P 3.124 0.030 0.506 0.09 0.69 -0.57
O 4.080 0.782 -0.579 0.14 0.23 0.02
O 2.917 -1.378 -0.246 0.04 -0.63 0.18
O -2.067 -1.270 1.093 -2.62 -2.94 0.91
O -1.439 2.260 0.914 -1.42 2.38 0.09
O -4.526 4.997 -0.141 0.08 -0.04 0.13
O 1.794 0.715 0.353 3.02 0.18 0.07
N -0.027 0.444 -1.897 0.31 -0.27 -1.23
N -2.910 1.382 -1.030 0.04 0.12 0.11
N -3.297 2.579 -0.426 0.13 -0.26 -0.08
N -0.329 -2.093 -0.909 0.30 -0.17 -0.57
C -2.592 5.216 3.538 -0.01 -0.06 -0.08
C 5.971 1.154 -1.927 0.16 0.04 -0.12
C -2.920 4.071 1.402 0.17 -0.04 0.01
C -0.042 -0.573 3.443 0.06 -0.32 0.93
C -3.221 0.656 -4.717 -0.03 0.04 -0.09
C -0.525 -0.006 4.607 -0.05 0.05 0.02
C -4.375 1.640 -4.601 0.03 0.03 -0.13
C 0.579 -0.572 -2.579 -0.17 0.04 0.20
C -2.602 -2.859 2.763 0.08 -0.04 -0.08
C 1.149 -2.150 4.923 0.07 -0.09 -0.05
C -2.271 4.220 2.624 0.07 0.11 0.13
C 1.767 -2.672 -3.987 -0.07 -0.10 0.13
C 4.683 -2.652 -1.294 0.07 0.03 0.00
C -2.012 -2.470 1.514 -0.20 0.08 -0.17
C 0.670 -1.498 6.056 -0.02 0.02 0.02
C -0.679 -3.253 -0.484 -0.20 0.07 0.03
C -1.388 -4.842 1.225 0.07 0.09 -0.12
C -3.893 5.023 1.071 -0.10 0.02 -0.03
C 0.996 -2.932 -2.830 0.18 -0.19 -0.19
C -1.371 -3.513 0.763 -0.02 0.01 -0.33
C 1.963 -1.399 -4.429 -0.05 0.10 0.06
C 0.402 -1.929 -2.111 -0.26 0.28 0.30
C 3.759 -2.521 -0.098 -0.17 0.16 -0.24
C 5.487 0.942 -0.509 -0.21 0.00 -0.19
C 0.121 1.675 -2.305 0.01 -0.13 -0.12
C 0.896 2.021 -3.438 -0.09 0.07 0.12
C -2.564 -4.152 3.209 0.04 -0.08 -0.10
C -2.498 2.875 0.578 0.10 0.05 -0.17
C 1.366 -0.324 -3.723 -0.01 0.10 -0.04
C 1.513 1.026 -4.130 0.03 -0.15 -0.05
C -3.587 6.124 3.213 -0.03 -0.01 -0.06
C 0.762 -1.673 3.672 0.02 -0.04 0.08
C -1.958 -5.154 2.424 -0.15 0.11 0.19
C -0.198 -0.419 5.897 -0.08 0.08 0.11
C -3.329 1.263 -2.213 -0.03 0.01 0.13
C -4.217 6.031 1.980 0.03 -0.01 0.03
H 5.310 -3.542 -1.182 -0.02 0.04 -0.03
H -0.908 -5.613 0.633 -0.01 0.00 -0.02
H -3.874 6.907 3.907 0.02 -0.02 -0.04
H 3.099 -3.387 -0.016 -0.07 -0.02 -0.06
H 0.991 3.058 -3.729 0.00 0.00 0.01
H -1.487 3.508 2.838 -0.02 -0.05 0.04
H 2.219 -3.504 -4.516 0.00 -0.01 0.02
H -2.076 5.268 4.489 -0.01 0.00 -0.05
H 5.732 1.802 0.115 -0.03 0.08 0.11
H -5.325 1.105 -4.592 -0.01 -0.01 -0.02
H 4.112 -2.733 -2.221 -0.02 0.00 0.02
H 4.324 -2.456 0.828 0.08 0.09 0.21
H -3.061 -2.073 3.351 0.03 -0.04 0.00
H -4.983 6.753 1.705 0.00 -0.01 0.01
H -3.382 -0.085 -5.502 -0.02 0.06 -0.02
H 5.682 0.315 -2.565 0.03 0.03 0.07
H 5.333 -1.776 -1.375 -0.03 -0.10 0.03
H -5.153 5.726 -0.145 -0.04 0.04 -0.04
H 2.567 -1.191 -5.306 -0.02 0.00 0.03
H -2.282 1.181 -4.902 0.01 0.01 -0.06
H -3.002 -4.415 4.164 0.01 0.00 0.00
H 0.901 -3.958 -2.497 0.04 0.01 -0.01
H -4.375 2.355 -5.428 -0.01 -0.05 0.02
H -0.395 2.443 -1.729 0.09 -0.09 -0.02
H 7.061 1.248 -1.938 -0.03 0.01 -0.05
H -0.468 -4.154 -1.073 0.05 -0.08 0.01
H 5.967 0.080 -0.047 -0.02 -0.15 0.03
H 2.123 1.246 -5.000 0.01 0.00 -0.01
H 5.537 2.063 -2.353 0.02 -0.07 0.06
```
Forces are in eV/Å.

Values from the calculation:
Energy above the lowest of the compared OMol25 structures with the same formula, charge and spin (kcal per mole): 14.0
Gap between HOMO and LUMO (eV): 6.03
Charge: -2
LUMO level (eV): 3.57

Atomic partial charges in e from the Löwdin method, atoms 1 to 6: number 1, Ba, carries 2.0343; number 2, Te, carries 0.3636; number 3, Br, carries 0.6283; number 4, Cl, carries 0.6258; number 5, Cl, carries 0.5855; number 6, Cl, carries 0.6846

***

Record 2
The following is a quantum chemistry calculation of C36H29BrF4GeN2O7PPdS as an isolated structure at a distorted geometry, from the Open Molecules 2025 dataset.

```
83
Properties=species:S:1:pos:R:3:forces:R:3
Pd 0.607 0.102 -0.406 0.46 -0.03 2.05
Br 2.701 -1.365 -0.659 0.99 -0.29 -0.10
Ge -2.430 -3.629 0.063 0.08 -0.01 0.32
S -0.391 5.262 -0.642 -0.10 -0.57 0.12
P 1.088 0.199 1.843 -1.03 -0.22 -1.24
F 5.631 -1.440 -0.032 0.10 0.15 0.30
F 2.848 0.227 4.339 0.54 -0.08 -0.15
F 5.536 -0.032 4.486 -0.17 -0.01 -0.43
F 6.976 -0.740 2.253 -0.65 -0.06 0.00
O -0.522 1.528 -7.007 -1.08 -0.73 -0.26
O -0.022 5.985 0.550 0.16 0.01 0.08
O -0.176 -0.656 -2.541 -1.00 -0.58 -0.90
O -2.112 0.912 -8.362 0.56 0.00 0.98
O -1.046 6.052 -1.651 -0.09 -0.03 -0.29
O -2.031 -1.749 -1.888 -0.34 0.33 -0.75
O -1.025 1.657 -0.520 -0.27 0.89 -0.63
N -1.527 0.865 -7.273 1.12 1.66 -1.80
N -1.217 3.898 -0.282 -0.14 1.87 0.20
C 0.997 4.343 3.813 0.03 0.05 -0.08
C 0.655 3.244 4.584 -0.11 -0.04 0.14
C -3.687 -1.632 -5.628 -0.02 -0.09 0.10
C 0.222 -0.920 2.989 0.42 0.18 0.03
C 0.663 1.974 4.038 0.02 0.09 -0.11
C -1.424 -0.109 -5.043 0.03 0.25 -0.37
C 3.089 4.005 -2.490 -0.02 0.12 0.08
C -1.057 -0.591 3.435 0.03 -0.06 -0.10
C 0.711 3.096 -1.407 0.31 -0.16 -0.20
C 3.533 -0.105 3.230 -1.05 -0.11 -0.50
C 2.817 -0.327 2.039 1.71 -0.05 0.02
C -1.684 -1.387 4.376 -0.08 -0.02 0.02
C -3.092 -1.733 -4.382 0.47 0.42 -0.06
C -4.163 -3.166 0.913 0.48 -0.19 -0.23
C 1.036 1.797 2.709 0.24 -0.08 0.15
C 2.217 4.917 -1.905 0.10 0.20 0.03
C -1.474 -2.008 -0.602 -0.01 -0.56 0.65
C -1.957 -0.960 -4.085 -0.80 -0.29 -0.50
C -1.205 -4.409 1.410 -0.39 0.16 -0.41
C -2.793 -4.849 -1.468 0.13 0.34 0.45
C 1.040 4.440 -1.377 -0.69 -0.29 0.20
C 0.178 -2.900 4.353 0.00 -0.07 0.06
C 4.946 -0.967 1.022 0.48 0.00 -0.01
C -2.040 -0.006 -6.287 -1.13 -1.64 1.58
C -0.604 2.825 -0.698 0.01 -1.35 -0.28
C -1.059 -2.530 4.853 -0.01 -0.15 0.10
C 1.370 4.174 2.489 0.10 0.11 0.23
C 2.763 2.657 -2.555 -0.08 -0.10 0.05
C 1.403 2.904 1.948 -0.01 -0.24 -0.14
C 0.814 -2.102 3.420 -0.08 0.08 0.02
C 1.570 2.186 -2.017 -0.27 -0.01 -0.30
C 4.896 -0.248 3.321 1.12 -0.25 -0.33
C -1.299 -1.074 -2.774 1.22 0.12 0.86
C 3.581 -0.798 0.938 -1.20 0.07 0.75
C 5.634 -0.648 2.189 -0.43 0.17 0.46
C -3.180 -0.773 -6.577 0.60 0.62 -0.16
H -1.155 -3.737 2.260 0.00 0.12 0.09
H -4.707 -4.074 1.166 -0.03 -0.10 0.01
H 3.442 1.963 -3.034 -0.01 0.01 -0.02
H 4.021 4.349 -2.914 0.08 0.05 -0.01
H -0.544 0.477 -4.825 0.02 0.02 0.07
H 0.386 1.126 4.647 0.02 -0.03 0.05
H -2.655 -1.104 4.757 -0.11 0.01 0.00
H 1.588 5.030 1.873 0.07 0.07 -0.04
H 1.783 -2.383 3.031 0.09 -0.05 0.08
H 1.290 1.131 -2.163 0.13 0.49 0.13
H -3.641 -0.663 -7.544 -0.05 -0.03 -0.10
H -1.531 -5.380 1.764 -0.13 -0.21 0.03
H -0.205 -4.510 1.001 0.14 0.00 -0.10
H 2.452 5.969 -1.854 0.05 0.11 -0.06
H -4.557 -2.227 -5.865 -0.07 -0.04 0.02
H -1.936 -4.939 -2.126 0.16 0.01 -0.07
H 1.696 2.755 0.913 -0.05 0.02 0.07
H -4.778 -2.575 0.241 -0.06 0.10 -0.10
H -1.535 -3.135 5.612 -0.08 -0.06 0.04
H -3.997 -2.603 1.827 0.06 0.10 0.08
H -1.608 -1.126 0.053 0.16 -0.31 -0.28
H -1.539 0.301 3.057 -0.03 0.07 0.03
H 0.664 -3.802 4.695 0.00 -0.12 0.07
H -0.396 -2.231 -0.691 -0.39 0.16 0.08
H -3.054 -5.839 -1.101 -0.02 -0.10 0.07
H -3.486 -2.403 -3.638 -0.04 -0.05 0.12
H 0.373 3.370 5.621 -0.04 0.06 0.08
H 0.956 5.335 4.238 0.00 0.10 0.03
H -3.631 -4.471 -2.046 -0.12 0.08 -0.07
```
Forces are in eV/Å.

Values from the calculation:
Gap between HOMO and LUMO (eV): 3.93
Charge: -1
LUMO level (eV): 0.80

Atomic partial charges in e from the Löwdin method, atoms 1 to 6: number 1, Pd, carries 0.1068; number 2, Br, carries 0.8480; number 3, Ge, carries 0.8898; number 4, S, carries 0.6193; number 5, P, carries 0.9932; number 6, F, carries 0.0584